# C16H30MgN4O6S2

A molecular structure, C16H30MgN4O6S2 at a distorted geometry (wB97M-V/def2-TZVPD, OMol25).

Properties
energy: -62430.820 eV
maximum force: 17.13 eV/Å

The geometry in XYZ format:
```
59
Properties=species:S:1:pos:R:3:lowdin_charge:R:1
H -3.08 1.01 2.26 0.058
S -1.82 -1.05 2.93 1.022
C 3.85 -2.05 3.34 -0.216
H 3.07 1.10 0.32 0.039
H 3.51 -3.81 1.21 0.061
H -1.55 2.58 -1.57 0.089
C -4.46 -1.08 -3.00 -0.447
C -2.97 0.43 3.17 -0.203
N -1.17 3.35 3.35 0.117
H 2.94 1.44 -1.45 0.085
O 0.99 -0.68 -1.33 -0.128
H -3.91 0.11 3.62 0.060
H -3.31 -1.50 -1.27 0.062
H -4.71 -0.41 -0.99 0.085
H 4.90 -2.89 0.46 0.067
H 3.25 -2.99 -0.17 0.057
Mg 0.28 -1.04 0.41 0.583
C -0.17 3.27 2.70 -0.236
H 3.24 -2.90 3.66 0.057
C -2.01 2.74 -0.59 -0.089
O 0.35 0.75 -0.35 -0.125
C 3.58 1.48 -0.56 -0.081
H -1.21 2.96 0.11 0.050
N 3.88 4.03 -0.04 0.125
H -2.56 -2.97 1.63 0.062
H 0.75 3.66 0.95 0.075
C 3.85 -2.88 0.73 -0.224
C 3.08 -1.41 -3.36 -0.084
C 4.12 -2.29 -3.97 -0.269
H -4.19 0.39 -4.56 0.077
H -3.79 1.02 -2.94 0.065
C 0.08 0.16 -1.39 -0.824
H 2.17 -1.99 -3.29 0.073
H 4.87 -2.41 3.31 0.060
C 3.73 2.89 -0.30 -0.279
H 1.85 3.87 2.29 0.079
O -5.19 -1.76 -3.72 0.037
H 4.52 0.95 -0.70 0.088
O 1.90 -1.13 1.45 -0.550
N 4.92 -2.97 -4.48 0.100
H -3.95 -2.21 2.46 0.061
H -5.02 -2.15 -1.31 0.081
H 1.48 2.20 1.77 0.065
C -3.73 0.16 -3.60 -0.011
H -2.67 -0.06 -3.69 0.074
C -4.36 -1.31 -1.50 -0.035
C -3.02 -2.03 1.92 -0.228
H 3.67 -1.35 4.16 0.055
H -2.41 1.78 -0.25 0.073
O -0.65 -0.72 1.91 -0.563
H 2.96 -0.48 -3.91 0.084
C -3.01 3.75 -0.53 -0.281
S 3.40 -1.38 1.66 0.967
H -3.41 -1.43 1.10 0.039
N -3.89 4.53 -0.47 0.115
O -0.90 -0.46 -1.03 -0.083
H 3.38 -1.12 -2.35 0.047
C 1.08 3.21 1.89 -0.068
H -2.54 1.11 3.91 0.027
```